Entry 1:
{
  "formula": "C27H22N5O7ReS2",
  "method": "wB97M-V/def2-TZVPD",
  "multiplicity": 2,
  "charge": 1,
  "largest_force_ev_per_a": 0.7,
  "orbital_gap_ev": [6.2, 6.3],
  "symbols": ["Re", "O", "C", "O", "C", "C", "C", "C", "C", "N", "C", "O", "O", "H", "H", "H", "H", "S", "C", "N", "N", "C", "C", "C", "C", "C", "C", "N", "N", "C", "C", "C", "C", "C", "C", "H", "H", "H", "H", "H", "H", "H", "H", "H", "H", "H", "C", "C", "C", "C", "C", "C", "C", "S", "O", "O", "O", "H", "H", "H", "H", "H", "H", "H"],
  "coordinates": [[0.8624, -0.1183, 0.3250], [2.6490, -2.1219, -3.0618], [1.8014, -1.5986, -2.2202], [1.6136, -1.9951, -1.0760], [0.9240, -0.5120, -2.7520], [0.5861, -0.2479, -4.0617], [-0.5140, 0.5783, -4.2905], [-1.2949, 1.0220, -3.2305], [-0.8775, 0.7052, -1.9513], [0.2580, 0.0514, -1.7486], [-1.6740, 0.8028, -0.6646], [-2.7125, 1.3843, -0.5686], [-1.1226, 0.0316, 0.2727], [3.1739, -2.8101, -2.6181], [1.1331, -0.7044, -4.8746], [-0.8034, 0.8115, -5.3064], [-2.2175, 1.5656, -3.3780], [0.9622, 1.8938, 1.2575], [0.4546, 1.4422, 2.8869], [0.1919, 2.4217, 3.7313], [-0.3840, 2.2402, 4.8656], [-1.1004, 1.0990, 5.3656], [-2.1402, 0.5572, 4.6195], [-2.8485, -0.5072, 5.1449], [-2.5297, -1.0127, 6.4011], [-1.5050, -0.4464, 7.1406], [-0.7805, 0.6197, 6.6229], [0.4353, 0.1459, 3.2231], [0.7336, -0.6680, 2.2792], [0.8738, -2.0255, 2.7004], [1.4372, -2.3103, 3.9397], [1.5787, -3.6317, 4.3268], [1.1582, -4.6563, 3.4897], [0.5948, -4.3616, 2.2565], [0.4545, -3.0436, 1.8534], [-0.4490, 3.0903, 5.4081], [-2.3849, 0.9566, 3.6427], [-3.6614, -0.9389, 4.5764], [-3.0926, -1.8433, 6.8057], [-1.2631, -0.8313, 8.1220], [0.0319, 1.0634, 7.1852], [1.7686, -1.5028, 4.5774], [2.0265, -3.8640, 5.2841], [1.2715, -5.6868, 3.7991], [0.2565, -5.1594, 1.6087], [-0.0042, -2.8116, 0.9005], [5.4460, 5.2398, 2.5818], [5.0493, 3.9949, 1.8407], [5.3356, 2.7305, 2.3558], [4.9917, 1.5825, 1.6636], [4.3380, 1.7043, 0.4450], [4.0398, 2.9486, -0.0913], [4.4011, 4.0861, 0.6105], [3.8870, 0.2478, -0.4139], [4.9898, -0.6531, -0.4878], [3.2021, 0.6231, -1.6356], [2.8156, -0.3829, 0.5235], [5.8799, 5.0042, 3.5522], [4.5846, 5.8906, 2.7392], [6.1828, 5.8076, 2.0110], [5.8475, 2.6462, 3.3066], [5.2342, 0.6031, 2.0571], [3.5384, 3.0170, -1.0473], [4.1783, 5.0618, 0.1952]],
  "forces_ev_per_angstrom": [[0.0157, 0.5524, 0.3510], [-0.0083, -0.0167, -0.0414], [-0.0086, 0.0361, 0.0238], [-0.0144, -0.0723, -0.1201], [-0.0478, -0.0257, 0.0266], [0.0216, -0.0483, -0.0137], [-0.0118, 0.0091, -0.0355], [-0.0034, 0.0002, 0.0263], [0.1281, 0.0990, -0.0426], [0.0036, 0.0856, -0.0378], [-0.1980, -0.3122, -0.1962], [0.0798, 0.1349, 0.0305], [0.0566, -0.1590, 0.0160], [0.0034, 0.0094, 0.0132], [-0.0023, 0.0056, 0.0214], [0.0023, -0.0041, 0.0057], [0.0056, -0.0047, 0.0069], [-0.0130, -0.1785, -0.0956], [0.0438, 0.1075, -0.0245], [-0.0163, -0.1116, 0.0139], [0.0306, 0.0914, -0.0642], [-0.0256, -0.0937, 0.0554], [0.0324, 0.0235, 0.0312], [-0.0091, -0.0044, -0.0238], [-0.0141, -0.0100, 0.0104], [0.0120, -0.0059, 0.0138], [0.0193, -0.0092, -0.0400], [0.0348, -0.1965, 0.0135], [-0.1721, 0.1795, 0.2074], [0.0202, -0.1199, 0.0674], [-0.0208, -0.0297, -0.0331], [0.0124, 0.0279, 0.0273], [-0.0102, -0.0328, -0.0214], [-0.0065, -0.0190, 0.0015], [0.0362, 0.0605, 0.0239], [-0.0139, 0.0443, -0.0197], [0.0034, 0.0076, 0.0121], [0.0044, 0.0037, 0.0028], [0.0080, 0.0068, -0.0053], [-0.0024, 0.0018, -0.0054], [-0.0143, 0.0040, -0.0100], [-0.0049, 0.0018, -0.0045], [-0.0069, 0.0097, -0.0138], [0.0000, 0.0107, -0.0067], [0.0063, 0.0177, 0.0061], [-0.0096, -0.0137, -0.0018], [-0.0013, 0.0181, 0.0173], [0.0032, -0.0309, -0.0096], [0.0007, 0.0126, -0.0014], [0.0041, 0.0003, 0.0305], [0.0461, -0.0049, -0.0269], [-0.0252, 0.0099, 0.0010], [0.0002, -0.0050, 0.0070], [-0.0348, -0.0264, -0.0642], [-0.0055, -0.0012, -0.0216], [0.0528, 0.0133, 0.0370], [0.0114, -0.0424, -0.0993], [-0.0060, 0.0033, -0.0099], [0.0114, -0.0067, -0.0042], [-0.0080, -0.0074, 0.0059], [-0.0031, 0.0053, -0.0134], [-0.0053, 0.0172, -0.0115], [0.0072, -0.0061, 0.0056], [0.0061, -0.0121, 0.0065]],
  "nbo_charge": [1.290, -0.610, 0.816, -0.607, 0.133, -0.182, -0.116, -0.182, 0.134, -0.468, 0.757, -0.505, -0.694, 0.526, 0.259, 0.246, 0.264, 0.238, 0.027, -0.079, -0.264, 0.069, -0.166, -0.205, -0.189, -0.191, -0.216, -0.157, -0.223, 0.164, -0.219, -0.192, -0.187, -0.181, -0.238, 0.409, 0.225, 0.230, 0.229, 0.229, 0.227, 0.233, 0.228, 0.228, 0.226, 0.215, -0.637, 0.026, -0.205, -0.189, -0.322, -0.182, -0.216, 2.400, -0.910, -0.988, -0.917, 0.222, 0.228, 0.235, 0.221, 0.239, 0.241, 0.223]
}


Entry 2:
{
  "formula": "C30H35BrCeN5O",
  "method": "wB97M-V/def2-TZVPD",
  "multiplicity": 2,
  "charge": 2,
  "largest_force_ev_per_a": 1.7,
  "orbital_gap_ev": [7.8, 7.9],
  "symbols": ["Ce", "C", "N", "C", "C", "N", "C", "C", "C", "C", "C", "C", "N", "C", "N", "C", "C", "C", "C", "C", "C", "N", "H", "H", "H", "H", "H", "H", "H", "H", "H", "H", "H", "H", "H", "H", "H", "C", "C", "C", "C", "C", "C", "C", "Br", "C", "O", "C", "C", "C", "C", "C", "C", "H", "H", "H", "H", "H", "H", "H", "H", "H", "H", "H", "H", "H", "H", "H", "H", "H", "H", "H", "H"],
  "coordinates": [[-0.4522, -1.4698, 1.1696], [1.3005, -3.5576, -1.2540], [-0.0673, -3.6161, -0.7010], [-0.4668, -4.9159, -0.1244], [-0.8755, -4.8160, 1.3154], [-0.9541, -3.6961, 2.0034], [-1.3554, -4.0661, 3.2999], [-1.5714, -3.2848, 4.4334], [-1.9641, -3.9344, 5.5852], [-2.1360, -5.3277, 5.6119], [-1.9173, -6.1105, 4.4960], [-1.5254, -5.4437, 3.3432], [-1.2052, -5.8835, 2.0579], [2.1561, -2.6191, -0.4601], [1.7853, -2.1376, 0.7062], [2.8332, -1.3100, 1.1415], [2.9733, -0.5907, 2.3242], [4.1299, 0.1441, 2.4793], [5.1263, 0.1497, 1.4903], [5.0030, -0.5777, 0.3226], [3.8336, -1.3127, 0.1778], [3.3621, -2.1633, -0.8257], [1.2655, -3.2225, -2.2889], [1.7639, -4.5444, -1.2608], [-0.7029, -3.4031, -1.4525], [0.3481, -5.6356, -0.2021], [-1.2998, -5.3319, -0.6909], [-1.4445, -2.2100, 4.4226], [-2.1484, -3.3646, 6.4875], [-2.4493, -5.7996, 6.5338], [-2.0507, -7.1854, 4.5257], [-1.2410, -6.8379, 1.7376], [2.2235, -0.6224, 3.1018], [4.2858, 0.7176, 3.3842], [6.0237, 0.7327, 1.6547], [5.7859, -0.5800, -0.4272], [3.8574, -2.4095, -1.6681], [-3.9538, 3.7021, -3.5465], [-2.4281, 3.6303, -3.7178], [-2.0915, 2.9247, -5.0396], [-1.8755, 5.0560, -3.7653], [-1.8279, 2.8263, -2.5673], [-2.2632, 1.5204, -2.3447], [-1.6846, 0.8447, -1.3114], [-2.2902, -0.9922, -0.9576], [-0.6987, 1.3068, -0.4422], [-0.2668, 0.4528, 0.5297], [-0.2496, 2.6129, -0.6634], [-0.8425, 3.3167, -1.7210], [0.8177, 3.3657, 0.1569], [0.1428, 4.5655, 0.8450], [1.5098, 2.5318, 1.2348], [1.9236, 3.8662, -0.7917], [-4.3854, 4.3187, -4.3376], [-4.2204, 4.1478, -2.5844], [-4.4201, 2.7154, -3.6092], [-2.5189, 3.4821, -5.8760], [-2.4993, 1.9103, -5.0721], [-1.0096, 2.8653, -5.1876], [-2.3490, 5.5940, -4.5876], [-0.7968, 5.0689, -3.9438], [-2.0897, 5.6056, -2.8445], [-3.0279, 1.0568, -2.9570], [-0.5043, 4.3296, -1.8843], [-0.6575, 4.2331, 1.5118], [-0.2878, 5.2615, 0.1226], [0.8778, 5.1134, 1.4401], [0.8180, 2.2012, 2.0083], [2.2666, 3.1567, 1.7136], [2.0140, 1.6646, 0.8099], [1.5516, 4.5705, -1.5360], [2.3916, 3.0302, -1.3198], [2.6957, 4.3800, -0.2142]],
  "forces_ev_per_angstrom": [[0.3587, -0.7480, 1.0266], [0.0004, 0.0697, 0.0379], [0.0808, 0.0104, 0.2945], [0.0005, 0.0531, 0.0283], [0.0075, -0.0263, 0.0868], [-0.2676, -0.7059, 0.4294], [-0.0038, 0.0601, -0.0914], [-0.0202, -0.0921, -0.0735], [-0.0215, 0.0055, 0.0387], [-0.0104, -0.0090, 0.0290], [-0.0479, -0.1223, 0.0170], [0.0797, -0.0230, -0.0964], [-0.0769, -0.1705, 0.0796], [0.0079, 0.0177, 0.0449], [0.5291, 0.0809, 0.1689], [-0.0253, -0.1706, 0.0024], [0.0485, 0.0031, -0.1126], [0.0456, 0.0113, 0.0342], [0.0351, 0.0500, 0.0101], [0.1055, -0.0392, -0.0925], [-0.0391, -0.0442, -0.0801], [0.2305, 0.0089, -0.0915], [-0.0038, 0.0287, -0.0995], [0.0424, -0.0777, -0.0204], [-0.1505, 0.0680, -0.1385], [0.0610, -0.0428, -0.0139], [-0.0574, -0.0449, -0.0516], [-0.0039, 0.1018, 0.0448], [0.0205, -0.0324, -0.0619], [0.0192, 0.0168, -0.0285], [0.0151, 0.0765, -0.0030], [0.0282, -0.0355, -0.0089], [-0.0715, 0.0372, 0.1360], [-0.0189, -0.0304, -0.0431], [-0.0463, -0.0241, -0.0129], [-0.0729, 0.0008, 0.0671], [-0.0005, -0.0082, -0.0315], [-0.0059, 0.0018, 0.0217], [-0.0244, 0.0344, 0.0167], [0.0096, -0.0035, -0.0366], [0.0085, -0.0060, -0.0020], [0.1039, 0.0818, 0.0118], [-0.1058, -0.0447, -0.0921], [-0.1306, -0.5441, 0.1842], [-0.5983, 0.4598, -0.7940], [0.1350, 0.3674, 0.0019], [-0.1707, 1.4708, -0.8059], [0.1297, 0.0148, 0.1434], [-0.0735, 0.0428, -0.0766], [-0.0196, 0.0455, -0.0515], [-0.0041, -0.0137, -0.0209], [-0.0073, 0.0076, 0.0014], [-0.0426, -0.0140, -0.0187], [0.0166, -0.0413, 0.0324], [0.0133, -0.0222, -0.0668], [0.0262, 0.0586, 0.0171], [0.0193, -0.0394, 0.0325], [0.0270, 0.0735, -0.0093], [-0.0695, 0.0004, 0.0087], [0.0220, -0.0061, 0.0257], [-0.0576, 0.0088, 0.0196], [0.0137, -0.0245, -0.0579], [0.0679, 0.0573, 0.0547], [0.0003, -0.0390, 0.0209], [0.0496, 0.0217, -0.0299], [0.0233, -0.0386, 0.0441], [-0.0399, -0.0302, -0.0428], [-0.0282, -0.0393, 0.0161], [-0.0169, -0.0309, -0.0034], [0.0144, -0.0543, 0.0027], [0.0075, -0.0312, 0.0187], [-0.0208, 0.0472, 0.0335], [-0.0495, -0.0250, -0.0241]],
  "lowdin_charge": [1.239, -0.074, -0.080, -0.076, -0.280, -0.030, -0.205, -0.011, -0.050, -0.046, 0.015, -0.160, 0.200, -0.274, -0.009, -0.214, -0.015, -0.050, -0.043, 0.018, -0.155, 0.208, 0.147, 0.139, 0.087, 0.138, 0.148, 0.109, 0.120, 0.121, 0.127, 0.185, 0.119, 0.122, 0.121, 0.127, 0.186, -0.037, -0.556, -0.037, -0.054, -0.143, -0.056, -0.431, 0.949, -0.301, -0.402, -0.063, 0.043, -0.525, -0.028, -0.059, -0.034, 0.094, 0.096, 0.080, 0.095, 0.080, 0.094, 0.095, 0.091, 0.094, 0.119, 0.099, 0.095, 0.085, 0.095, 0.085, 0.096, 0.072, 0.081, 0.093, 0.094]
}


Entry 3:
{
  "formula": "C16H34BCrNP2",
  "method": "wB97M-V/def2-TZVPD",
  "multiplicity": 5,
  "largest_force_ev_per_a": 2.9,
  "orbital_gap_ev": [5.0, 6.3],
  "symbols": ["P", "P", "C", "C", "H", "H", "H", "H", "C", "H", "H", "H", "C", "H", "H", "H", "C", "H", "H", "H", "C", "H", "H", "H", "Cr", "C", "C", "C", "C", "C", "C", "C", "C", "C", "H", "H", "H", "H", "H", "H", "H", "H", "H", "H", "H", "H", "H", "H", "H", "B", "C", "N", "H", "H", "H"],
  "coordinates": [[4.3256, 1.4297, -0.0701], [4.0895, 2.2465, -3.5243], [5.7218, 1.6973, -1.2817], [5.5009, 2.6489, -2.4557], [6.0697, 0.7004, -1.6034], [6.5187, 2.1329, -0.6554], [5.3871, 3.6921, -2.1289], [6.3727, 2.5989, -3.1277], [4.4331, 0.6097, -4.1780], [3.5294, 0.0541, -4.4503], [5.0246, 0.0131, -3.4690], [5.0217, 0.7597, -5.1019], [4.0664, 3.3891, -4.9209], [4.9285, 3.1976, -5.5712], [4.1000, 4.4277, -4.5574], [3.1355, 3.2575, -5.4922], [5.6331, 0.2802, 0.9133], [5.2511, -0.2398, 1.8579], [6.3960, 0.9916, 1.2551], [6.1119, -0.4769, 0.2850], [4.3629, 3.0284, 0.8212], [4.0710, 3.8475, 0.1521], [5.3754, 3.1890, 1.2122], [3.6548, 2.9756, 1.6569], [3.5645, -0.1049, 1.4119], [-0.5697, 0.8953, -2.4282], [0.1877, -0.2028, -2.5014], [1.6286, -0.1347, -2.8850], [2.4618, 0.3263, -1.6811], [2.6454, 1.8116, -1.4423], [2.5606, 2.7039, -2.6571], [1.1532, 2.6748, -3.3231], [-0.0305, 2.2985, -2.3803], [2.6956, 1.1505, 2.7969], [-1.6519, 0.8036, -2.2963], [-0.1996, -1.2234, -2.3450], [1.7728, 0.5444, -3.7246], [1.9880, -1.1263, -3.2106], [2.0500, -0.1177, -0.7598], [3.4531, -0.1737, -1.7886], [2.0271, 2.2267, -0.6377], [2.7719, 3.7546, -2.4095], [1.1214, 2.0597, -4.2310], [0.9671, 3.6956, -3.6875], [0.2374, 2.5705, -1.3522], [-0.8581, 2.9639, -2.6466], [1.8397, 1.6555, 2.3134], [3.3237, 1.9151, 3.2753], [2.3017, 0.4802, 3.5825], [-0.6752, -1.3805, 0.7120], [0.7927, -1.2585, 1.0449], [1.9363, -1.1628, 1.3052], [-0.7841, -2.1282, -0.2450], [-1.1088, -0.2666, 0.4589], [-1.2094, -1.8482, 1.6997]],
  "forces_ev_per_angstrom": [[-0.9473, 0.2487, -2.0570], [-0.7153, 1.2406, 0.0780], [0.1458, -0.1523, 0.3054], [-0.1085, -0.0358, -0.3801], [-0.0553, 0.4828, -0.0467], [-0.0562, -0.2372, -0.3788], [-0.0291, -0.2444, -0.0376], [-0.1039, 0.1828, 0.1235], [0.0933, -0.4796, -0.5648], [0.2876, 0.1873, 0.1320], [-0.2989, 0.2588, -0.1798], [-0.1382, -0.0516, 0.4230], [0.5129, 0.0402, -0.4440], [-0.2091, 0.2231, -0.0186], [0.0134, -0.3784, -0.0636], [0.2874, -0.0572, 0.1833], [1.2486, 0.7176, 1.8005], [1.5683, 0.2980, -0.1015], [0.1301, -0.4849, 0.3918], [-0.3624, 0.1436, -0.0783], [0.2040, -0.0158, 0.1794], [0.1695, -0.1811, 0.0950], [-0.2066, 0.1875, 0.0048], [0.2856, 0.1228, -0.3332], [-0.9605, -0.6582, 0.0279], [0.1355, -0.7124, 0.3897], [-0.7513, -0.1211, -0.9386], [0.2405, -0.3421, 0.5870], [0.0512, -0.5658, -0.2448], [1.0193, 0.4265, 1.4003], [-0.2604, -1.2175, 0.3847], [-0.1868, 0.7606, -0.8428], [-0.0049, 0.5923, -0.6535], [0.1278, -0.0223, 0.9133], [0.4023, -0.0418, 0.3250], [-0.1783, 0.7804, -0.1321], [-0.0833, -0.4404, 0.1054], [-0.2001, 0.2515, 0.1588], [0.1372, 0.1277, -0.7218], [-0.1077, 0.2205, 0.1727], [-0.0946, -0.3379, -0.2146], [0.2212, -0.1726, 0.1575], [-0.0797, 0.2079, 0.1933], [-0.0591, -0.1397, 0.0613], [-0.1875, -0.1530, -0.1544], [0.1147, 0.0336, -0.0085], [0.1955, -0.1924, 0.0928], [-0.1755, -0.1485, 0.1179], [-0.0329, 0.4390, -0.1238], [-1.3825, -0.1944, -0.1948], [2.8172, 0.1459, 0.6975], [-2.5760, -0.4681, -0.6567], [0.0095, 0.0659, 0.0963], [0.1487, -0.1715, 0.0649], [-0.0146, 0.0324, -0.0926]],
  "nbo_charge": [0.971, 1.647, -0.743, -0.739, 0.228, 0.235, 0.255, 0.245, -0.995, 0.286, 0.273, 0.257, -0.981, 0.244, 0.259, 0.265, -1.008, 0.198, 0.227, 0.236, -0.983, 0.224, 0.219, 0.280, 0.871, -0.194, -0.164, -0.457, -0.457, -0.588, -0.539, -0.409, -0.448, -1.146, 0.216, 0.232, 0.181, 0.207, 0.264, 0.167, 0.218, 0.243, 0.204, 0.208, 0.230, 0.217, 0.203, 0.183, 0.214, -0.614, 0.479, -0.693, 0.011, 0.026, 0.033]
}


Entry 4:
{
  "formula": "C4H2ClN3",
  "method": "wB97M-V/def2-TZVPD",
  "multiplicity": 1,
  "largest_force_ev_per_a": 5.3,
  "orbital_gap_ev": 9.3,
  "symbols": ["C", "C", "C", "C", "N", "N", "N", "Cl", "H", "H"],
  "coordinates": [[-1.5214, -1.6807, 0.0038], [-0.3829, -0.9298, 0.0038], [-0.6433, 1.1184, 0.0012], [1.4978, 0.3522, -0.0064], [-2.5649, -2.1705, 0.0049], [0.8520, -0.9358, -0.0094], [0.5559, 1.4363, -0.0147], [-2.0608, 1.9463, 0.0065], [2.1193, 0.4281, 0.8924], [2.1483, 0.4354, -0.8820]],
  "forces_ev_per_angstrom": [[-1.2392, -1.4228, 0.0151], [1.1342, 5.1363, -0.0413], [2.0783, -3.8583, -0.0365], [0.1834, 0.3774, 0.0562], [0.1439, 0.0240, -0.0018], [-0.5039, -1.5333, 0.0003], [-0.9146, 0.7958, 0.0447], [-0.7899, 0.6340, 0.0050], [-0.0346, -0.0544, -0.1511], [-0.0576, -0.0988, 0.1095]],
  "nbo_charge": [0.176, 0.157, 0.157, -0.099, -0.217, -0.330, -0.430, 0.131, 0.227, 0.227]
}